1.
C17H19AsF13NOPS as an isolated structure. Source: the Open Molecules 2025 dataset; level of theory: ωB97M-V/def2-TZVPD.

Output
Kohn-Sham gap in eV: 4.69
HOMO energy in Eh: -0.1083
Net charge: -1

Each line ends with the natural charge from an NBO analysis.
Element x y z (Å)
As 1.8905 -0.4539 0.8632  1.32
S 4.2965 -2.9704 1.1828  -0.72
P 3.8774 -1.1438 1.8401  0.47
F -1.3117 2.3077 -3.7370  -0.33
F -2.1255 -0.3278 -2.9167  -0.36
F -2.0116 2.4598 -0.0848  -0.30
F 0.0239 0.0668 -3.5406  -0.35
F 0.1671 2.5845 -2.0802  -0.30
F -5.0605 -0.8086 -2.4308  -0.30
F -3.4109 -0.0052 -0.3688  -0.29
F -4.0364 1.7860 -3.1189  -0.30
F -6.1644 -0.6012 -0.4627  -0.32
F -4.8847 1.6060 0.2950  -0.31
F -6.5601 0.9753 -2.0377  -0.30
F -4.4958 3.2726 -1.4817  -0.31
F -2.1472 3.9398 -1.7803  -0.31
O 2.7201 0.9273 -0.0740  -0.87
N 0.0817 -2.7794 1.0541  -0.49
C 1.9702 2.2576 2.1298  0.08
C -0.3875 -0.5147 -1.2133  -0.52
C -2.1999 2.5237 -1.4976  0.60
C -1.0503 1.8796 -2.3756  0.59
C 1.1933 -2.1365 3.3960  -0.30
C -5.5558 0.1410 -1.5226  0.94
C 1.6086 0.8672 2.3786  -1.18
C -0.9066 0.3105 -2.4491  0.66
C -0.4507 -4.2188 3.2384  -0.31
C 3.5950 1.2231 -2.3759  -0.64
C 3.7853 0.4985 -0.9373  -0.08
C 0.1200 0.2255 0.0891  -0.74
C -3.7101 2.0987 -1.7818  0.60
C -0.5512 -3.8553 1.7410  0.03
C 0.4651 -3.3217 4.1278  -0.18
C -4.3212 0.9492 -0.8485  0.58
C 0.9252 -1.9666 1.8785  -0.04
H 1.1181 2.9343 1.7217  0.13
H 5.0221 -0.3450 1.4304  -0.01
H -0.6462 0.0198 0.9324  0.23
H 2.6300 0.8349 -2.8570  0.21
H 0.5928 -3.4868 5.2608  0.21
H 3.8803 -1.1074 3.2703  -0.01
H 0.4221 -1.2451 -1.6054  0.27
H 0.2379 1.3544 0.0563  0.23
H -1.2134 -4.5497 1.1014  0.19
H 2.9967 2.7031 2.3624  0.14
H 2.0937 -1.4832 -0.2700  -0.07
H 3.9611 -0.6238 -1.0100  0.20
H 1.1574 0.6447 3.3973  0.29
H 1.8553 -1.4854 4.0459  0.24
H 4.7657 0.9498 -0.5075  0.15
H 4.5308 1.0515 -3.0069  0.20
H 3.4811 2.3603 -2.2177  0.21
H -1.2438 -1.2237 -0.8919  0.26
H -1.0193 -5.0987 3.6890  0.22

2.
C17H19B2NO17Tl as an isolated structure. Source: the Open Molecules 2025 dataset; level of theory: ωB97M-V/def2-TZVPD.

Output
Kohn-Sham gap in eV: 1.57
HOMO energy in Eh: -0.4574
Energy relative to the best compared isomer or geometry (same formula, charge and spin) in eV: 2.812
Net charge: +1

Each line ends with the natural charge from an NBO analysis.
Element x y z (Å)
Tl 23.2863 27.9180 11.0430  0.95
O 25.6915 32.2945 9.7685  -0.45
O 25.9531 27.5729 9.7404  -0.55
O 29.4110 31.5900 11.9723  -0.60
O 27.4281 32.6885 11.0830  -0.58
O 28.5296 25.1756 18.0752  -0.36
O 28.0790 32.9198 13.3966  -0.61
O 29.6564 33.7771 14.8198  -0.36
O 25.3655 30.0083 11.4928  -0.54
O 24.1662 28.5720 13.9725  -0.54
O 31.4615 32.0247 12.9072  -0.37
O 25.2365 27.6193 15.8292  -0.60
O 24.9143 26.1680 12.7519  -0.59
O 25.6279 25.5673 14.7831  -0.61
O 25.8376 24.4518 19.0915  -0.37
O 25.1394 25.6894 17.2496  -0.62
O 27.1422 30.8895 12.5326  -0.59
O 27.2734 26.2469 16.4742  -0.59
N 25.4378 27.0798 8.5436  0.02
C 27.2482 25.2034 8.3238  -0.62
C 25.0982 29.3709 7.6016  -0.60
C 25.0374 26.3457 13.9412  0.70
C 27.2150 28.2662 7.0050  -0.65
C 26.1892 30.8574 11.6615  0.71
C 25.7290 27.9632 7.3624  0.10
C 25.7145 25.6055 8.3410  0.10
C 25.1110 27.3859 6.0739  -0.42
C 24.7252 27.6843 14.6061  0.70
C 26.0262 25.1666 18.1389  0.70
C 24.9301 25.1773 7.1187  -0.44
C 27.4258 25.5031 17.5598  0.68
C 25.0649 24.8697 9.5445  -0.60
C 25.2929 25.9098 5.8499  -0.40
C 30.2619 32.1339 12.8734  0.71
C 26.3638 32.0312 10.7626  0.66
C 29.3745 33.0783 13.8415  0.69
B 25.8051 26.2608 16.0774  1.17
B 28.0386 32.0516 12.2659  1.15
H 27.5099 28.5996 6.0100  0.26
H 24.0320 29.3226 7.8230  0.21
H 27.8038 25.7943 9.0521  0.21
H 26.9010 27.5399 9.5915  0.49
H 26.2766 25.6257 5.4761  0.21
H 25.5249 29.6892 8.5528  0.22
H 27.8151 27.3568 6.9733  0.23
H 25.1074 24.1428 6.8246  0.24
H 23.8412 25.1929 7.1636  0.23
H 24.6632 25.5238 5.0483  0.24
H 24.2624 25.4961 9.9340  0.19
H 27.4363 24.1577 8.5670  0.25
H 25.6401 27.8267 5.2291  0.24
H 25.7178 24.4488 10.3092  0.24
H 27.7983 25.3540 7.3949  0.23
H 24.5512 23.9744 9.1943  0.23
H 25.2918 30.0120 6.7416  0.25
H 24.0413 27.5931 6.0441  0.22
H 27.6641 28.9855 7.6898  0.23

3.
A 2-piece molecular cluster, C17H19BCl3NO overall. Source: the Open Molecules 2025 dataset; level of theory: ωB97M-V/def2-TZVPD.

Output
Kohn-Sham gap in eV: 5.84
HOMO energy in Eh: -0.2972
Energy relative to the best compared isomer or geometry (same formula, charge and spin) in eV: 0.000

Each line ends with the natural charge from an NBO analysis.
Element x y z (Å)
Cl -1.3215 4.1307 1.9931  -0.25
Cl -3.9773 2.8101 1.0465  -0.23
Cl -1.4484 1.1342 1.8031  -0.26
O -1.7432 2.7433 -0.3861  -0.54
N -0.6789 -2.2056 0.2060  -0.65
C 0.6930 -2.2063 0.6368  -0.06
C -1.0019 3.1736 -4.4988  -0.23
C 1.8239 -0.6641 2.2897  -0.22
C -0.2569 2.8482 -2.2033  -0.22
C 0.7752 -1.5293 1.9844  -0.02
C 0.0467 -4.3952 -0.3093  -0.42
C 0.3295 3.2362 -4.9404  -0.12
C 0.9144 -0.3566 4.5208  -0.17
C -0.1359 -1.2196 4.2082  -0.22
C 1.8967 -0.0859 3.5607  -0.23
C -0.9851 -3.3013 -0.6764  -0.21
C 1.0832 2.9936 -2.6493  -0.11
C -0.5412 2.6421 -0.8120  0.51
C 1.3637 3.1698 -3.9974  -0.23
C -1.3019 2.9968 -3.1552  -0.10
C -0.2083 -1.8164 2.9446  -0.21
C 1.0778 -3.7189 0.6330  -0.40
B -2.1206 2.7294 1.0492  0.39
H -1.1269 -1.3101 0.0568  0.39
H 1.8709 2.9968 -1.8890  0.23
H -2.0153 -3.6487 -0.5134  0.19
H 2.4011 3.2421 -4.3246  0.23
H 0.2619 2.4123 -0.0908  0.22
H -1.0352 -2.4805 2.6693  0.23
H -0.9168 -1.4372 4.9330  0.21
H 0.5550 3.3267 -6.0026  0.23
H 0.9693 -4.1245 1.6546  0.21
H -2.3395 3.0022 -2.7989  0.25
H -0.4381 -5.2279 0.2105  0.21
H -0.9120 -3.0034 -1.7458  0.15
H 0.9728 0.1016 5.5034  0.20
H 2.5732 -0.4712 1.5074  0.20
H 0.5320 -4.7773 -1.2144  0.21
H 2.1142 -3.8628 0.3124  0.21
H -1.8125 3.2527 -5.2219  0.23
H 2.7260 0.5748 3.7903  0.21
H 1.3369 -1.6743 -0.0844  0.15

4.
C17H19BN2O4RhS as an isolated structure. Source: the Open Molecules 2025 dataset; level of theory: ωB97M-V/def2-TZVPD.

Output
Kohn-Sham gap (alpha / beta) in eV: 6.79 / 6.77
HOMO energy (alpha / beta) in Eh: -0.4399 / -0.4399
Energy relative to the best compared isomer or geometry (same formula, charge and spin) in eV: 4.674
Net charge: +1

Each line ends with the natural charge from an NBO analysis.
Element x y z (Å)
Rh -0.2046 -0.1459 -0.6924  0.79
S -0.2266 2.3763 0.6264  0.29
O -2.4824 0.4356 -1.9801  -0.69
O 1.4006 -0.1349 0.3346  -0.73
O -3.2318 -0.1943 0.0979  -0.67
O 3.2117 -0.4081 1.5635  -0.51
N -0.4446 -2.1161 -0.7207  -0.48
N -0.5684 -4.2998 -0.5281  -0.51
C 0.8440 -4.3623 -3.9570  -0.18
C 0.3489 -4.9426 -2.8111  -0.23
C -4.7159 0.3754 -3.1077  -0.25
C 0.9389 -2.9660 -4.0971  -0.19
C -6.5141 -0.2775 -1.6058  -0.19
C -0.7871 -3.1154 0.0541  0.27
C 0.0364 -2.6950 -1.9203  0.05
C -5.6425 -0.3916 -0.5212  -0.24
C -1.9743 2.7576 0.8713  -0.76
C -6.0623 0.0968 -2.8666  -0.20
C 2.4825 -0.8788 0.7478  0.79
C 0.5360 -2.1170 -3.0888  -0.22
C -3.8798 0.2590 -2.0298  0.26
C -0.0410 -4.0769 -1.7943  0.17
C 0.3890 4.0363 0.3242  -0.74
C -4.3254 -0.1137 -0.7778  0.21
C 2.6795 -2.2207 0.1114  -0.73
B -2.1701 0.1176 -0.6912  0.98
H -4.3525 0.6568 -4.0859  0.24
H -0.1283 4.5063 -0.5098  0.23
H -2.4649 1.8626 1.2444  0.24
H -5.9774 -0.6922 0.4614  0.24
H -6.7652 0.1546 -3.6860  0.23
H 0.6030 -1.0466 -3.2135  0.23
H 1.1534 -4.9943 -4.7781  0.24
H 2.5056 -2.1726 -0.9624  0.23
H 1.4518 3.9613 0.1068  0.25
H -2.4420 3.0737 -0.0613  0.22
H 1.3292 -2.5567 -5.0184  0.24
H -7.5613 -0.5065 -1.4643  0.23
H 0.2735 -6.0169 -2.7118  0.24
H -0.7534 -5.1945 -0.1050  0.44
H 0.2416 4.6123 1.2354  0.24
H 3.6914 -2.5595 0.3116  0.26
H -2.0641 3.5523 1.6098  0.24
H 1.9728 -2.9279 0.5514  0.22
H -1.1985 -3.0161 1.0464  0.24